Version one
The following is a quantum chemistry calculation of a molecular structure, C4H12N2, from OMol25.

```
! wB97M-V def2-TZVPD RIJCOSX def2/J DEFGRID3
* xyz 1 2
N -3.449 -1.057 -0.129
C 2.388 -0.967 -0.659
C 1.530 -0.126 0.463
C 1.168 1.292 -0.145
C -0.309 1.541 -0.243
N -1.371 1.160 0.811
H -4.033 -1.804 0.236
H -2.925 -0.637 0.535
H 2.646 -2.002 -0.417
H 3.246 -0.381 -0.765
H 1.824 -1.142 -1.660
H 0.567 -0.745 0.698
H 2.053 -0.008 1.417
H 1.794 2.088 0.252
H -0.623 1.723 -1.340
H -0.886 0.374 0.055
H -0.932 2.006 1.662
H -2.690 -1.316 -0.770
*
```

Values from the calculation:
* highest occupied orbital energy (spin up / spin down): -13.1 / -13.1 eV
* gap between HOMO and LUMO (spin up / spin down): 5.664 / 5.602 eV
* expectation value of S²: 0.767

---

Version two
The following is a quantum chemistry calculation of 2 unconnected molecules or ions with the total composition C4H12N2, from OMol25.

```
! wB97M-V def2-TZVPD RIJCOSX def2/J DEFGRID3
* xyz 1 2
C 0.323 -2.777 -2.882
C 0.086 -1.275 -2.556
N -0.721 -0.962 -1.359
H 1.010 -2.895 -3.730
H 0.992 -3.253 -2.168
H -0.393 -3.534 -2.741
H 1.014 -0.877 -2.260
H -0.492 -0.811 -3.339
H -1.731 -1.387 -1.250
H -0.178 -1.299 -0.599
C -0.778 2.774 2.170
C 0.403 2.266 2.554
N 0.626 1.835 3.830
H -1.623 3.308 2.703
H -0.942 3.224 1.236
H 1.005 1.986 1.732
H -0.128 2.093 4.549
H 1.528 1.582 4.109
*
```

Values from the calculation:
* highest occupied orbital energy (spin up / spin down): -11.6 / -11.5 eV
* gap between HOMO and LUMO (spin up / spin down): 7.300 / 3.450 eV
* expectation value of S²: 0.767

---

Compare the structures above. Which one is the most stable? version two is.